No. 1
{
  "formula": "C32H23BrClFeN2O4Se",
  "method": "ωB97M-V with the def2-TZVPD basis set",
  "e_lumo_ev": [-0.950, -0.832],
  "spin_multiplicity": 2,
  "max_force_ha_per_bohr": 0.039,
  "total_charge": 0,
  "s2": 1.05,
  "total_energy_ha": -8343.0387,
  "homo_lumo_gap_ev": [5.952, 6.069],
  "homo_ev": [-6.902, -6.902],
  "species": ["Fe", "Br", "C", "C", "C", "C", "C", "C", "C", "C", "C", "C", "H", "H", "H", "H", "H", "H", "Cl", "C", "C", "C", "C", "O", "C", "C", "O", "C", "H", "H", "H", "H", "O", "C", "O", "C", "C", "C", "C", "C", "C", "H", "H", "H", "H", "H", "C", "N", "C", "Se", "N", "C", "C", "C", "C", "C", "C", "H", "H", "H", "H", "H", "H", "H", "H"],
  "coordinates": [[0.4178, 0.4552, -1.0968], [-0.7522, 2.8799, -1.4941], [-1.3054, 2.1651, -3.1423], [-2.4703, 2.5377, -3.7327], [-2.7616, 2.0139, -5.0155], [-1.8705, 1.2025, -5.6527], [-0.6485, 0.8264, -5.0358], [0.3272, 0.0383, -5.6926], [1.5052, -0.2472, -5.0773], [1.7485, 0.1564, -3.7350], [0.8009, 0.8590, -3.0454], [-0.3823, 1.2731, -3.7227], [-3.1443, 3.2269, -3.2472], [-3.6905, 2.2881, -5.4962], [-2.0788, 0.8410, -6.6519], [0.1276, -0.3155, -6.6954], [2.2653, -0.8156, -5.5983], [2.6830, -0.1122, -3.2819], [2.9803, -5.9044, -3.2003], [2.1115, -4.4675, -2.7479], [0.7416, -4.3664, -3.0568], [0.0164, -3.2639, -2.6945], [0.6294, -2.1954, -2.0050], [-0.0979, -1.1933, -1.6009], [2.0092, -2.2887, -1.7536], [2.6952, -1.1943, -1.1413], [2.2338, -0.0521, -0.9937], [2.7384, -3.4465, -2.0956], [0.2630, -5.1808, -3.5831], [-1.0386, -3.1860, -2.9159], [3.7223, -1.3602, -0.7917], [3.7906, -3.5078, -1.8537], [-1.3176, 0.7232, 2.5468], [-1.3173, 0.6598, 1.3258], [-0.2306, 0.4916, 0.6542], [-2.6282, 0.7851, 0.5987], [-3.5531, 1.7307, 1.0145], [-4.7189, 1.9273, 0.2902], [-4.9876, 1.1449, -0.8242], [-4.0819, 0.1698, -1.2190], [-2.8959, 0.0048, -0.5218], [-3.3413, 2.3144, 1.9004], [-5.4192, 2.6928, 0.5944], [-5.9031, 1.2921, -1.3815], [-4.2918, -0.4517, -2.0799], [-2.1830, -0.7474, -0.8382], [4.2516, 0.6965, 4.8244], [2.8192, 0.5985, 4.6893], [2.1307, 0.6143, 3.5182], [2.7992, 0.6799, 1.8044], [0.8184, 0.5151, 3.8273], [0.6545, 0.4469, 5.1974], [-0.4764, 0.3399, 5.9872], [-0.2812, 0.2907, 7.3590], [0.9996, 0.3514, 7.9164], [2.1309, 0.4545, 7.1200], [1.9297, 0.4944, 5.7512], [4.6590, 0.9676, 3.8523], [4.6734, -0.2576, 5.1435], [4.4964, 1.4649, 5.5574], [0.0671, 0.6132, 3.1374], [-1.4621, 0.2970, 5.5486], [-1.1379, 0.2043, 8.0120], [1.1104, 0.3236, 8.9913], [3.1206, 0.5021, 7.5499]]
}


No. 2
{
  "formula": "C17H12CsN5O7S",
  "method": "ωB97M-V with the def2-TZVPD basis set",
  "e_lumo_ev": 3.935,
  "spin_multiplicity": 1,
  "max_force_ha_per_bohr": 0.093,
  "total_charge": -2,
  "total_energy_ha": -1873.8968,
  "homo_lumo_gap_ev": 6.268,
  "homo_ev": -2.334,
  "relative_energy_kcal_mol": 26.6,
  "species": ["Cs", "O", "C", "C", "C", "N", "C", "C", "C", "O", "O", "C", "O", "O", "H", "H", "H", "N", "C", "C", "C", "C", "C", "C", "S", "O", "O", "N", "C", "N", "C", "C", "C", "N", "H", "H", "H", "H", "H", "H", "H", "H", "H"],
  "coordinates": [[-1.1445, 0.4449, -2.1537], [1.3404, 6.9952, -3.1028], [0.6894, 5.7937, -2.8612], [-0.6399, 5.6427, -2.7890], [-1.1184, 4.2790, -2.7750], [-0.2704, 3.2952, -2.7241], [1.0393, 3.3681, -2.8058], [1.6122, 4.6930, -2.7174], [1.7396, 2.1224, -3.1370], [3.0025, 2.1303, -3.1922], [1.0073, 1.1426, -3.4361], [-2.6044, 3.9102, -2.8626], [-3.3292, 4.9070, -3.1246], [-2.9090, 2.7200, -2.6427], [0.8132, 7.7453, -3.3999], [-1.3815, 6.3856, -2.8492], [2.6785, 4.8365, -2.6611], [0.8776, -3.1870, 6.3044], [0.6675, -2.5574, 5.1581], [1.6648, -2.5911, 4.1616], [1.3345, -2.0525, 2.8914], [0.1472, -1.3247, 2.7136], [-0.8530, -1.3709, 3.6791], [-0.6427, -2.0037, 4.8369], [-0.2524, -0.6731, 1.0973], [-1.7040, -0.6902, 0.9273], [0.4114, 0.6323, 0.9697], [0.4876, -1.5185, -0.0554], [0.0230, -2.6852, -0.5977], [0.1870, -3.8487, 0.0134], [-0.2884, -4.9734, -0.5307], [-1.0828, -4.9681, -1.6949], [-1.1749, -3.7392, -2.3128], [-0.5699, -2.6268, -1.8910], [1.8458, -3.3924, 6.5711], [0.2075, -3.2832, 7.0536], [2.6923, -2.9164, 4.3150], [1.9717, -2.2691, 2.0231], [-1.8329, -0.9580, 3.4096], [-1.4239, -2.1685, 5.5762], [0.0148, -5.8396, -0.0082], [-1.3752, -5.8775, -2.1996], [-1.8578, -3.5291, -3.1765]]
}


No. 3
{
  "formula": "C3H11NS2",
  "method": "ωB97M-V with the def2-TZVPD basis set",
  "e_lumo_ev": [3.828, 3.819],
  "spin_multiplicity": 2,
  "max_force_ha_per_bohr": 0.080,
  "total_charge": -1,
  "s2": 0.75,
  "total_energy_ha": -971.9733,
  "homo_lumo_gap_ev": [3.492, 6.954],
  "homo_ev": [0.336, -3.136],
  "relative_energy_kcal_mol": 21.8,
  "species": ["C", "S", "S", "H", "H", "H", "H", "C", "N", "C", "H", "H", "H", "H", "H", "H", "H"],
  "coordinates": [[-1.5732, -1.8422, 1.2271], [-2.3661, -2.0371, -0.3915], [-1.4316, -0.4165, -1.3445], [-1.7720, -0.8448, 1.6334], [-2.0549, -2.5422, 1.9009], [-0.4872, -1.9580, 1.2226], [-2.1345, -0.7171, -2.4586], [1.2883, 1.5075, -1.2886], [1.5530, 0.4093, -0.3696], [1.1234, 0.7883, 0.9732], [1.9615, 2.3081, -0.9635], [0.2681, 1.8982, -1.1421], [1.4240, 1.2387, -2.3307], [1.1175, -0.4630, -0.6301], [0.0788, 1.1346, 0.9903], [1.2439, -0.0587, 1.6432], [1.7611, 1.5949, 1.3283]]
}


No. 4
{
  "formula": "C9H13F3N3NiS",
  "method": "ωB97M-V with the def2-TZVPD basis set",
  "e_lumo_ev": [-4.039, -4.103],
  "spin_multiplicity": 1,
  "max_force_ha_per_bohr": 0.026,
  "total_charge": 1,
  "total_energy_ha": -2720.9546,
  "homo_lumo_gap_ev": [7.668, 7.586],
  "homo_ev": [-11.707, -11.688],
  "species": ["Ni", "N", "C", "C", "C", "N", "H", "H", "H", "H", "H", "H", "H", "H", "H", "H", "F", "C", "F", "F", "C", "C", "C", "C", "N", "C", "S", "H", "H", "H"],
  "coordinates": [[0.7849, 0.0200, -0.5916], [2.8889, 0.0289, -0.3938], [3.2768, 0.6731, 0.8815], [2.9687, 2.1686, 0.8816], [1.4776, 2.4938, 0.8790], [0.8505, 2.1247, -0.4071], [3.1851, -0.9478, -0.3868], [3.3887, 0.4857, -1.1588], [4.3483, 0.5393, 1.0609], [2.7290, 0.1785, 1.6886], [3.4447, 2.6397, 0.0168], [3.4103, 2.6078, 1.7756], [1.3505, 3.5640, 1.0745], [0.9712, 1.9319, 1.6693], [1.3452, 2.5989, -1.1630], [-0.1056, 2.4729, -0.4270], [-1.9564, -4.2302, 0.7304], [-2.5574, -3.7314, -0.3580], [-3.8141, -4.1819, -0.3645], [-1.9377, -4.2488, -1.4273], [-2.5171, -2.2219, -0.3750], [-3.6971, -1.4945, -0.3888], [-3.6415, -0.1075, -0.3998], [-2.4007, 0.5083, -0.4152], [-1.2685, -0.1832, -0.4260], [-1.2990, -1.5315, -0.3940], [0.2950, -2.2197, -0.3738], [-4.6475, -2.0076, -0.3907], [-4.5430, 0.4820, -0.4009], [-2.3298, 1.5881, -0.4160]]
}


No. 5
{
  "formula": "C5H19NO5",
  "method": "ωB97M-V with the def2-TZVPD basis set",
  "e_lumo_ev": 0.329,
  "spin_multiplicity": 1,
  "max_force_ha_per_bohr": 0.076,
  "total_charge": 0,
  "total_energy_ha": -632.8127,
  "homo_lumo_gap_ev": 9.661,
  "smiles": "CCCCC(N)=O.O.O.O.O",
  "homo_ev": -9.332,
  "relative_energy_kcal_mol": 35.7,
  "species": ["C", "C", "C", "C", "C", "N", "O", "H", "H", "H", "H", "H", "H", "H", "H", "H", "H", "H", "O", "H", "H", "O", "H", "H", "O", "H", "H", "O", "H", "H"],
  "coordinates": [[0.6460, 1.9333, 0.3646], [-0.8616, 2.4282, 0.2510], [-1.8210, 1.2574, 0.0017], [-1.8448, 0.1801, 1.0806], [-1.2773, -1.1487, 0.6140], [-0.2292, -1.1854, -0.3059], [-1.8108, -2.2055, 0.9003], [1.1509, 2.6166, -0.2372], [0.7808, 0.8651, 0.1987], [1.0102, 2.2145, 1.4068], [-1.1341, 2.9583, 1.1441], [-0.8558, 3.0838, -0.6634], [-2.8324, 1.7047, -0.0464], [-1.5633, 0.7301, -0.9960], [-1.4631, 0.4765, 2.0077], [-2.8275, -0.0770, 1.5063], [-0.0374, -2.0799, -0.6558], [0.5615, -0.5706, -0.2014], [2.8393, -0.4585, -0.0257], [2.7109, -0.0604, 0.9297], [3.1183, -1.3490, 0.1540], [2.0791, 1.1067, -2.5902], [1.1931, 0.9562, -2.9597], [2.3145, 0.8002, -1.7558], [2.1111, 0.0579, 2.5946], [1.9408, 0.8991, 3.0701], [1.2477, -0.1046, 2.2958], [-1.4875, -1.9566, -2.3308], [-1.1027, -2.0480, -3.1782], [-1.5051, -2.9704, -2.1361]]
}


No. 6
{
  "formula": "H36O18",
  "method": "ωB97M-V with the def2-TZVPD basis set",
  "e_lumo_ev": -0.307,
  "spin_multiplicity": 1,
  "max_force_ha_per_bohr": 0.100,
  "total_charge": 0,
  "total_energy_ha": -1375.7908,
  "homo_lumo_gap_ev": 9.601,
  "homo_ev": -9.908,
  "relative_energy_kcal_mol": 123.1,
  "species": ["O", "H", "H", "O", "H", "H", "O", "H", "H", "O", "H", "H", "O", "H", "H", "O", "H", "H", "O", "H", "H", "O", "H", "H", "O", "H", "H", "O", "H", "H", "O", "H", "H", "O", "H", "H", "O", "H", "H", "O", "H", "H", "O", "H", "H", "O", "H", "H", "O", "H", "H", "O", "H", "H"],
  "coordinates": [[-4.5574, -1.9954, 1.6987], [-5.3046, -2.4812, 2.0359], [-4.2199, -1.4792, 2.4955], [0.8075, 0.7523, -1.2813], [1.0721, 1.6749, -1.4289], [0.4564, 0.3876, -2.0960], [1.9094, 3.7204, 0.6734], [2.1448, 2.8113, 0.6152], [0.8789, 3.6767, 0.6310], [3.2810, -2.2516, 1.3277], [2.6192, -2.7254, 0.8999], [4.2398, -2.5621, 1.2781], [0.7045, 2.4058, 4.6509], [1.1366, 2.6661, 5.4184], [1.2594, 1.8462, 4.1240], [2.6188, 0.9055, 1.1190], [2.9099, 1.2264, 0.2122], [2.6977, -0.0863, 1.0179], [-4.2260, 0.1815, -3.8350], [-4.7179, -0.4728, -3.3177], [-3.9179, 0.9830, -3.3545], [2.0935, -5.0840, 2.6902], [2.3509, -4.1495, 2.4329], [2.0429, -5.5483, 1.8538], [-0.5586, 3.1035, 1.0387], [-1.5138, 3.2576, 1.0783], [-0.4702, 2.2042, 0.6985], [3.9975, 0.5649, -3.4739], [3.2440, -0.0597, -3.8646], [4.8033, 0.3294, -3.9483], [-3.6836, 2.2399, 4.1712], [-2.7587, 2.1681, 4.2153], [-3.9303, 1.3723, 4.4714], [-3.1662, 4.1632, 0.4270], [-2.7019, 4.9655, 0.2558], [-3.5216, 4.2125, 1.4125], [-1.5759, 1.4606, -3.8720], [-2.1139, 1.7157, -4.6750], [-0.7280, 1.8014, -4.1243], [-1.0977, -2.0970, -4.0569], [-1.4189, -1.1986, -4.2077], [-0.5794, -1.8184, -3.3206], [2.7296, -1.6558, 4.0881], [2.3034, -2.1574, 3.4333], [2.9757, -2.4559, 4.6361], [1.0260, -2.1960, -0.3292], [1.5516, -2.2577, -1.0679], [0.6573, -1.2819, -0.0581], [1.5645, -1.8585, -4.2561], [0.7709, -2.4515, -4.2559], [2.1135, -2.2319, -4.9894], [-2.0290, -1.4607, 0.6878], [-2.1226, -0.7227, 0.0547], [-2.0471, -2.0569, -0.0302]]
}


No. 7
{
  "formula": "C4H8N2O",
  "method": "ωB97M-V with the def2-TZVPD basis set",
  "e_lumo_ev": 0.769,
  "spin_multiplicity": 1,
  "max_force_ha_per_bohr": 0.148,
  "total_charge": 0,
  "total_energy_ha": -341.7578,
  "homo_lumo_gap_ev": 9.002,
  "smiles": "C/N=C1\\CCON1",
  "homo_ev": -8.234,
  "relative_energy_kcal_mol": 154.3,
  "species": ["C", "N", "C", "C", "C", "O", "N", "H", "H", "H", "H", "H", "H", "H", "H"],
  "coordinates": [[-1.5511, 1.7690, -0.1305], [-0.5070, 0.9264, -0.9716], [0.2284, 0.0422, -0.6344], [0.0109, -0.5529, 0.7583], [0.8484, -1.6586, 0.4179], [2.0225, -1.1259, -0.2983], [1.4486, -0.3246, -1.2630], [-2.2780, 0.9189, 0.2886], [-2.0851, 2.4638, -1.0099], [-0.9312, 2.2842, 0.7406], [-0.9995, -0.9731, 0.9317], [0.5243, 0.1125, 1.4617], [0.2112, -2.4055, -0.2326], [1.0171, -2.2029, 1.3644], [2.0405, 0.7265, -1.4229]]
}